No. 1
14
Properties=species:S:1:pos:R:3:forces:R:3 method="wB97M-V/def2-TZVPD" homo_lumo_gap_ev=3.6 multiplicity=1 e_above_lowest_kcal_mol=80.1 total_energy_ha=-583.8051 homo_energy_ev=-6.43
O 2.063495 -5.170206 -3.034417 0.79 0.23 0.38
H 1.267895 -4.881126 -2.581587 -1.73 -0.07 1.13
H 2.376525 -4.363066 -3.449307 0.80 0.79 -0.62
H 1.882065 -5.834836 -3.702947 -0.38 -0.79 -0.60
I -2.735815 -3.576556 -0.565967 0.55 -0.11 -0.29
O -0.318185 4.391624 1.289803 -0.41 -1.16 -0.63
C -0.532095 3.168784 1.268823 0.72 3.31 0.90
N -1.194345 2.550644 0.298763 -0.36 -1.57 -0.89
C -0.083125 2.395644 2.465343 -0.93 -0.25 0.11
H -1.542375 2.998294 -0.537047 0.31 0.25 0.32
H -1.103785 1.545074 0.271603 -0.38 0.10 -0.10
H 0.962195 2.119314 2.327323 -0.14 -0.16 0.41
H -0.773425 1.574414 2.658153 0.49 -0.53 -0.15
H -0.269025 3.081994 3.291463 0.67 -0.03 0.03

No. 2
15
Properties=species:S:1:pos:R:3:forces:R:3 method="wB97M-V/def2-TZVPD" homo_lumo_gap_ev=9.6 multiplicity=1 e_above_lowest_kcal_mol=15.1 total_energy_ha=-556.5579 homo_energy_ev=-8.44
C -1.611702 -1.791458 -1.109828 0.16 0.67 -2.02
C -0.559847 -1.379590 -0.111538 0.83 0.39 -0.83
S -0.282306 0.376580 -0.430835 1.23 0.73 1.13
C 1.121669 0.532585 0.838957 -1.37 -0.38 0.20
C 1.528580 1.944605 1.143817 1.61 1.54 -1.03
H -2.367291 -0.963071 -1.151042 0.31 -1.01 0.06
H -1.189965 -1.870355 -2.151905 -0.18 0.36 0.94
H -2.068862 -2.753527 -0.986058 -0.38 -0.41 0.67
H 0.439142 -1.893914 -0.143048 -1.19 0.12 0.03
H -0.979393 -1.319358 0.857547 -0.20 -0.76 1.21
H 1.843731 -0.089101 0.362784 1.14 0.00 -0.23
H 0.903055 0.020455 1.794107 -0.54 0.09 -0.50
H 1.765324 2.501836 0.135536 -0.63 -0.67 2.14
H 0.853621 2.486979 1.820127 -0.52 -0.11 -0.89
H 2.445325 2.017924 1.786852 -0.29 -0.55 -0.89

No. 3
122
Properties=species:S:1:pos:R:3:forces:R:3 method="wB97M-V/def2-TZVPD" homo_lumo_gap_ev=8.7 multiplicity=1 e_above_lowest_kcal_mol=0.0 total_energy_ha=-5574.3239 homo_energy_ev=-7.60 total_charge=-1
O -29.745520 3.338308 9.054739 -1.70 0.82 -1.72
C -30.570037 3.732747 8.227490 2.32 -0.23 3.02
O -31.094353 3.043449 7.276686 -0.46 -1.09 -1.54
B -31.957364 3.899555 6.464878 -1.11 0.20 -0.33
O -31.994043 5.178832 7.141830 -0.09 0.32 0.15
C -31.186087 5.132899 8.166527 0.74 2.53 1.94
O -30.958838 6.067137 8.928999 -0.32 -1.75 -1.18
O -33.367142 3.382172 6.352704 1.13 -0.04 -0.53
C -33.633303 3.341246 5.066560 -4.08 -0.89 -1.90
O -34.722536 3.027673 4.552441 2.66 0.64 1.55
C -32.447750 3.799577 4.224222 0.22 -0.61 -3.64
O -31.512797 4.136554 5.075728 0.73 -0.24 -0.09
O -32.388671 3.779995 2.969541 -0.05 0.33 4.28
Cl -25.596192 10.562130 16.685184 -0.60 0.35 -0.05
C -26.607270 11.151436 15.319259 0.92 -0.90 -1.32
C -25.805246 10.811508 13.988395 -0.87 1.25 1.03
Cl -24.334690 11.799625 13.734227 -0.02 0.09 0.30
H -26.941468 12.179330 15.460187 0.82 0.15 -0.08
H -27.550871 10.609022 15.260099 0.23 -0.51 0.24
H -26.442622 11.091327 13.149610 -0.01 -0.55 -0.03
H -25.452742 9.780134 13.998492 -0.48 0.11 -0.09
Cl -18.636857 4.285411 11.744682 -0.48 -0.13 0.06
C -20.366579 3.655148 11.905997 1.22 1.32 0.08
C -21.281481 4.842389 12.239979 -0.14 -1.06 0.57
Cl -21.599757 5.898900 10.898081 0.10 0.59 -0.89
H -20.271527 2.968645 12.747304 -0.45 -0.12 -0.31
H -20.513946 3.204018 10.924752 -0.53 -0.13 0.42
H -20.881592 5.441497 13.058053 0.14 -0.18 -0.09
H -22.268786 4.489121 12.537518 0.13 -0.28 0.15
C -42.700544 4.258668 0.861444 0.84 -0.48 1.16
N -42.870318 3.109374 -0.067346 -1.10 -1.26 -1.81
O -42.226459 2.070256 0.049990 -0.26 1.51 0.53
O -43.725962 3.247995 -0.956288 1.03 0.30 1.24
H -42.312560 5.130580 0.334834 -0.51 -0.17 -0.15
H -41.974822 3.972270 1.622632 0.18 -0.15 -0.29
H -43.622244 4.403175 1.425083 -0.18 0.24 -0.67
C -38.614577 6.738117 8.108296 1.34 -0.75 -0.69
N -39.859642 5.958694 8.358020 -1.16 -0.10 0.02
O -40.060790 4.869341 7.810782 0.85 1.62 0.63
O -40.652062 6.499988 9.117381 0.32 -0.44 -0.30
H -38.637769 7.782666 8.418907 -0.65 -0.38 0.06
H -38.317871 6.627883 7.065264 -0.47 0.11 -0.09
H -37.794663 6.231324 8.617227 -0.22 -0.07 0.37
C -37.679518 -1.227668 9.888772 0.41 0.83 -1.30
N -38.829016 -1.842743 10.570623 -1.32 0.72 1.36
O -39.240415 -2.918648 10.168856 0.48 0.60 0.40
O -39.379849 -1.154168 11.452526 0.95 -1.33 -1.22
H -36.673318 -1.465581 10.233855 -0.45 -0.60 0.48
H -37.773177 -0.143352 9.948643 -0.22 -0.19 0.15
H -37.777184 -1.530524 8.846257 0.18 -0.02 0.11
C -34.754864 -4.454974 4.897632 -0.88 0.39 -0.54
O -33.524821 -3.857803 5.226683 0.86 0.19 1.25
C -32.734972 -4.518045 6.086030 1.54 -0.23 0.29
O -32.768841 -5.697949 6.350055 -0.34 0.80 0.01
O -31.803465 -3.639279 6.547630 -0.64 0.84 -1.02
C -30.793633 -4.022501 7.473999 -0.72 -1.85 0.41
H -35.342524 -4.814599 5.742280 0.56 -0.42 0.20
H -34.606188 -5.205529 4.121316 -0.23 -0.09 0.18
H -35.342765 -3.612349 4.533682 0.03 -0.18 -0.45
H -31.331610 -4.357950 8.360659 0.34 0.13 0.35
H -30.064706 -3.252100 7.725488 -0.62 0.39 -0.52
H -30.262928 -4.902041 7.109489 0.10 0.04 -0.16
C -24.020691 -2.412470 13.336390 -0.49 0.59 1.09
O -24.083666 -3.830127 13.200748 0.06 -1.61 -0.23
C -23.875494 -4.748396 14.211722 1.22 -2.11 -2.90
O -23.714866 -5.963938 14.029425 -0.93 3.20 0.10
O -23.707383 -4.136110 15.326938 0.25 1.75 2.39
C -23.224146 -4.837002 16.446681 0.23 -1.02 1.83
H -23.248870 -2.061974 14.021612 0.14 -0.34 0.01
H -24.969585 -2.032692 13.715161 -0.11 -0.14 0.18
H -23.884383 -1.889004 12.390075 0.20 -0.85 -0.31
H -23.941661 -5.547352 16.857380 -0.10 -0.36 -0.70
H -23.058166 -4.220999 17.330472 -0.26 1.08 -0.61
H -22.251044 -5.316017 16.338362 -0.21 -0.19 -0.84
C -40.226784 11.580013 14.737942 0.18 1.00 -0.15
O -39.211320 11.001168 13.889503 -1.76 -0.17 -0.10
C -37.984365 11.478449 13.973917 0.08 0.90 2.06
O -37.561532 12.130088 14.917565 -0.09 -0.53 -1.17
O -37.344062 11.094228 12.901412 -0.14 -0.68 -0.95
C -35.933500 11.229752 12.892524 -0.06 0.61 -0.17
H -40.080321 11.354155 15.794190 0.01 -0.24 -0.21
H -41.229211 11.351030 14.376265 0.37 -0.98 -0.06
H -40.240386 12.663501 14.619743 0.59 0.17 0.17
H -35.741339 12.286052 13.080712 0.60 -0.22 0.43
H -35.599234 11.013872 11.877750 -0.12 -0.24 0.17
H -35.527486 10.522514 13.615747 0.36 0.38 -0.02
C -33.511933 -2.140872 -2.863657 1.26 0.13 -0.12
O -33.745865 -3.460093 -3.352961 -1.75 -0.76 0.41
C -32.771681 -4.353512 -3.412025 1.25 0.49 -0.93
O -31.638180 -4.119435 -3.079668 -0.42 -0.72 0.09
O -33.111955 -5.483046 -4.087947 0.09 0.37 1.46
C -34.480809 -5.860541 -4.288502 0.14 -0.22 -0.44
H -33.566524 -1.552782 -3.779775 -0.17 0.58 0.53
H -32.517517 -2.062778 -2.424189 0.17 -0.13 -0.36
H -34.164352 -1.834284 -2.046067 -0.62 -0.35 -0.53
H -34.459285 -6.940014 -4.438096 0.17 0.10 -0.41
H -34.801623 -5.330742 -5.185446 -0.48 -0.20 0.15
H -35.173898 -5.748232 -3.454777 0.37 0.72 0.17
C -30.955573 -1.944093 15.584032 -0.24 -0.21 -0.62
O -30.685163 -2.865971 16.633237 0.17 0.85 0.99
C -30.226908 -4.072622 16.382647 -0.85 -1.30 -0.86
O -30.061528 -4.550226 15.274981 0.34 0.24 1.43
O -30.165435 -4.715059 17.582804 0.69 1.82 -0.22
C -29.883435 -6.077570 17.597572 -0.46 -1.56 -1.12
H -31.285513 -2.491397 14.701022 0.07 0.10 -0.03
H -30.090454 -1.329637 15.334805 0.13 -0.21 0.12
H -31.755906 -1.288991 15.928144 0.10 -0.17 0.12
H -29.727847 -6.472759 18.601421 -0.17 0.62 0.07
H -29.040364 -6.390886 16.981807 0.19 0.43 -0.05
H -30.761302 -6.539405 17.145738 0.03 -0.59 0.17
C -27.667345 0.370027 1.505263 -0.36 -1.52 0.16
O -27.350103 1.489848 0.744518 1.00 1.70 -1.12
C -26.719775 1.376649 -0.450795 0.52 -0.67 -0.23
O -26.297326 0.356954 -0.977240 -1.00 1.74 1.20
O -26.551239 2.583229 -1.047127 0.07 -0.56 -0.16
C -26.920540 3.846104 -0.484040 0.34 -0.10 1.28
H -27.710109 0.589389 2.572109 -0.08 0.61 -0.23
H -26.927443 -0.424417 1.407758 -0.08 -0.04 -0.38
H -28.649216 0.054854 1.152138 0.04 -0.47 0.31
H -26.231034 4.614038 -0.834703 -0.25 -0.25 -0.80
H -26.711706 3.874979 0.585372 -0.37 -0.37 0.17
H -27.970618 4.088132 -0.647941 0.16 -0.05 -0.20

No. 4
13
Properties=species:S:1:pos:R:3:forces:R:3 method="wB97M-V/def2-TZVPD" homo_lumo_gap_ev=5.9 multiplicity=1 e_above_lowest_kcal_mol=90.2 total_energy_ha=-473.3244 homo_energy_ev=-2.30 total_charge=-1
C 2.554901 1.042432 -0.323425 1.83 1.19 -0.03
C 1.400713 -1.169505 -0.017601 1.63 -0.17 -0.12
C -2.078381 -0.461999 -0.005539 -1.56 2.01 4.15
C -1.204827 0.764160 0.095426 0.04 1.99 1.14
C -0.811432 -0.528249 0.835491 -0.94 1.48 1.06
N 1.774931 0.205428 -0.112169 -1.80 -1.15 0.35
O 3.342602 1.909031 -0.479896 -0.25 0.06 -0.17
O 2.289473 -2.009652 -0.158941 -0.98 0.53 0.03
O 0.181159 -1.384379 0.242363 -0.12 -1.07 -1.06
H -3.096049 -0.315206 0.715266 2.44 -1.05 -2.55
H -2.056621 -0.971058 -0.902018 -0.61 -1.09 -1.86
H -0.702440 1.340912 -0.724015 -0.43 -1.28 0.27
H -1.594027 1.578082 0.835057 0.73 -1.47 -1.21

No. 5
19
Properties=species:S:1:pos:R:3:forces:R:3 method="wB97M-V/def2-TZVPD" homo_lumo_gap_ev=7.8 multiplicity=1 e_above_lowest_kcal_mol=108.5 total_energy_ha=-344.2121 homo_energy_ev=-7.46
C -1.467656 0.687435 -1.685220 2.29 -0.80 2.66
O -1.276956 -0.407387 -2.468623 0.44 -0.85 -0.53
H -0.480748 -0.881620 -2.104488 -0.58 0.21 -0.33
H -1.712309 0.428597 -0.639180 -1.02 -0.04 -0.15
H -2.186825 1.354951 -2.160946 0.73 0.61 0.07
H -0.183351 0.814511 -0.997420 -2.13 1.32 -2.10
C -0.509062 0.302553 2.150729 0.06 -0.02 0.07
C 0.699140 -0.112893 -0.045748 0.32 -3.10 3.27
N 1.837827 0.664006 0.337622 0.01 1.14 -1.04
N 1.009070 -1.137039 -1.031085 0.16 0.49 -0.35
C -0.222676 -0.511053 0.929480 0.60 1.01 -1.38
H 1.650930 1.529297 0.822035 -0.24 -0.08 -0.09
H 1.921683 -0.999369 -1.450896 -0.18 0.19 -0.01
H 2.562723 0.158201 0.824172 -0.22 -0.31 0.01
H 0.960812 -2.075805 -0.656521 -0.04 0.18 0.11
H -0.831441 -1.383816 0.741911 -0.24 0.03 -0.19
H 0.328133 0.300068 2.859860 -0.01 0.00 -0.04
H -0.712403 1.349896 1.903556 0.00 -0.02 0.02
H -1.386890 -0.080534 2.670762 0.05 0.03 0.01

No. 6
19
Properties=species:S:1:pos:R:3:forces:R:3 method="wB97M-V/def2-TZVPD" homo_lumo_gap_ev="2.9 / 9.2" multiplicity=2 e_above_lowest_kcal_mol=36.3 total_energy_ha=-435.5832 homo_energy_ev="0.74 / -5.66" total_charge=-1 s_squared=0.750
O -2.951208 0.148854 1.139092 0.32 0.89 -0.44
C -1.765042 0.001279 0.932489 1.04 -3.61 1.77
N -1.093368 -1.133872 1.536457 -1.26 4.28 -1.17
C -0.770106 0.864332 0.232923 1.88 1.60 -1.63
N 0.192032 0.105123 -0.707373 -1.33 -0.66 3.38
C 1.057054 0.825631 -1.671905 -3.69 1.25 1.11
N 2.057147 1.591057 -1.115155 4.83 -0.63 1.40
H -1.584734 -1.808101 2.000872 -1.97 -1.64 1.23
H -0.305041 -1.486556 1.119727 2.36 -0.80 -1.16
H -1.250988 1.631486 -0.364422 -0.53 -0.09 -0.21
H -0.250854 1.495657 1.020047 -0.21 -0.92 -0.50
H 0.725136 -0.508524 -0.001610 -0.21 1.51 -2.10
H 1.297173 0.049892 -2.303021 1.39 -1.57 -1.65
H 0.389409 1.525736 -2.258731 0.33 -0.84 0.52
H 3.090000 1.307649 -1.171564 -2.36 -0.38 0.11
H 2.105483 2.542337 -1.290300 -0.70 1.99 -0.59
H 1.547571 -1.932409 -0.835711 -0.23 -0.38 -0.96
H 2.649544 -2.723902 -0.060410 -1.14 1.44 0.14
O 1.996857 -1.920963 0.009231 1.48 -1.44 0.74